# C5H7NOS

An isolated molecule of C5H7NOS at a distorted geometry (wB97M-V/def2-TZVPD, the OMol25 dataset).

Structure (XYZ):
```
15
Properties=species:S:1:pos:R:3:lowdin_charge:R:1
O -2.395 -1.844 0.561 0.03
C -1.716 -0.881 0.343 -0.69
S -2.304 0.573 -0.407 1.01
C -0.676 1.336 -0.598 -0.42
C 0.293 0.683 0.395 -0.26
C 1.528 0.006 -0.276 -0.17
N 0.734 -1.169 -0.408 0.00
C -0.214 -0.751 0.582 -0.30
H -0.802 2.385 -0.360 0.07
H -0.370 1.248 -1.647 0.08
H 0.489 1.270 1.293 0.14
H 1.876 0.444 -1.189 0.10
H 2.367 -0.029 0.457 0.12
H 1.183 -2.061 -0.313 0.12
H 0.006 -1.211 1.566 0.16
```

total energy = -19670.35802 eV
HOMO level = -9.11 eV
strongest force on any atom = 2.03 eV Å⁻¹
relative energy (zero: lowest compared OMol25 entry of this formula, charge and spin) = 1.245 eV
orbital gap = 9.85 eV
structure (SMILES) = O=C1SC[C@@H]2CN[C@H]12